# C8H6Br2O3S

A structure of composition C8H6Br2O3S (ωB97M-V/def2-TZVPD, OMol25).

The calculation puts the max |F| at 4.065 eV/Å. The value obtained for the HOMO-LUMO gap is 0.3030 hartree. Its molecular weight is 342.0 g/mol. The HOMO energy is -8.8360 eV. The value obtained for the total energy is -6080.2805 Ha. As for the charge: 0. For the energy relative to the best compared isomer or geometry (same formula, charge and spin), the calculation gives 0.00 kJ/mol. Its spin multiplicity is 1.

Positions of all 20 atoms, in Å:
C  -0.56  -1.07  -0.52
C  -1.71  -0.95  -1.20
C  0.92  -1.39  2.24
C  -0.16  -0.37  2.04
C  1.34  0.47  0.23
C  -0.09  0.09  0.20
C  -2.23  0.38  -1.34
C  1.90  1.52  -0.70
O  0.97  -2.52  1.77
O  -0.84  0.18  2.79
O  2.08  -0.12  1.02
S  -1.25  1.47  -0.32
Br  -2.14  0.90  -3.26
Br  -4.11  0.59  -0.82
H  0.09  -1.95  -0.48
H  -2.11  -1.68  -1.90
H  1.60  -0.91  2.97
H  2.26  2.41  -0.17
H  1.26  1.87  -1.45
H  2.81  1.06  -1.12